{"formula": "C9H13BrClI2NOPY", "method": "wB97M-V/def2-TZVPD", "symbols": ["I", "I", "Y", "P", "C", "C", "H", "H", "H", "C", "H", "H", "H", "H", "H", "H", "C", "O", "Cl", "Br", "C", "C", "C", "C", "N", "C", "H", "H", "H", "H"], "coordinates": [[-2.940, -1.379, -0.802], [-2.747, 1.145, -0.740], [1.596, -0.170, 0.361], [0.533, 0.007, -2.582], [-1.028, 0.040, -3.573], [1.333, 1.418, -3.477], [2.381, -1.506, -3.172], [1.425, -1.040, -4.618], [0.752, -2.236, -3.486], [1.365, -1.329, -3.555], [2.319, 1.637, -3.049], [1.441, 1.177, -4.546], [-0.767, 0.069, -4.659], [-1.575, 0.959, -3.320], [0.681, 2.296, -3.399], [-1.571, -0.891, -3.380], [-3.774, 0.163, 1.953], [-4.025, -0.494, 2.843], [3.823, 0.518, 0.005], [-1.953, -2.013, 5.229], [-0.758, -0.828, 4.382], [-0.089, 0.216, 5.040], [0.859, 0.960, 4.355], [1.087, 0.787, 3.026], [0.378, -0.215, 2.330], [-0.610, -0.978, 2.995], [-0.288, 0.266, 6.084], [1.374, 1.777, 4.935], [1.876, 1.349, 2.506], [-1.097, -1.704, 2.314]], "lowdin_charge": [0.25, 0.27, 1.26, 0.68, -0.36, -0.27, 0.04, 0.06, 0.05, -0.28, 0.04, 0.06, 0.08, -0.03, 0.05, -0.02, -0.21, 0.02, 0.02, 0.88, -0.64, -0.02, -0.03, -0.14, -0.15, -0.12, 0.12, 0.16, 0.10, 0.11], "de_lowest_ev": 0.206, "fmax_ev_per_a": 3.12, "multiplicity": 1, "total_charge": 2, "molar_mass_g_mol": 640.25, "total_energy_ev": -122165.1235}

---

{"formula": "C9H13CeN", "method": "wB97M-V/def2-TZVPD", "symbols": ["C", "C", "C", "C", "C", "Ce", "C", "C", "C", "N", "H", "H", "H", "H", "H", "H", "H", "H", "H", "H", "C", "H", "H", "H"], "coordinates": [[0.174, 1.926, -1.396], [1.204, 2.070, -0.427], [0.597, 2.223, 0.855], [-0.812, 2.159, 0.676], [-1.075, 1.967, -0.714], [0.000, 0.000, 0.000], [2.251, -0.911, 0.372], [2.131, -1.052, -0.954], [2.301, -1.214, -2.250], [-0.582, -1.119, -1.154], [1.121, 2.352, 1.805], [2.277, 2.067, -0.636], [-1.564, 2.220, 1.464], [-2.059, 1.861, -1.173], [0.315, 1.773, -2.467], [2.699, -0.009, 0.808], [-0.881, -1.663, -1.972], [1.990, -1.727, 1.055], [3.276, -1.555, -2.625], [1.502, -1.019, -2.970], [-1.863, -0.834, 1.570], [-1.373, -1.808, 1.368], [-2.612, -1.321, 2.228], [-2.273, 0.180, 1.694]], "lowdin_charge": [-0.21, -0.21, -0.20, -0.23, -0.22, 0.61, -0.22, -0.32, -0.05, -0.30, 0.12, 0.12, 0.11, 0.12, 0.12, 0.06, 0.01, 0.06, 0.03, 0.04, -0.24, -0.04, -0.09, -0.06], "de_lowest_ev": 5.822, "fmax_ev_per_a": 10.06, "multiplicity": 2, "total_charge": -1, "molar_mass_g_mol": 275.33, "total_energy_ev": -23953.1762}

---

{"formula": "C9H13Cl5N", "method": "wB97M-V/def2-TZVPD", "symbols": ["Cl", "Cl", "C", "C", "Cl", "H", "H", "H", "H", "Cl", "C", "C", "Cl", "H", "H", "H", "H", "N", "C", "C", "C", "C", "C", "H", "H", "H", "H", "H"], "coordinates": [[-0.720, -0.706, -2.423], [1.757, 3.516, -0.958], [2.512, 2.381, -2.115], [1.604, 1.985, -3.250], [1.761, 3.179, -4.606], [2.746, 1.485, -1.537], [3.473, 2.751, -2.463], [0.569, 1.813, -2.964], [1.990, 1.059, -3.669], [1.935, -2.798, 0.060], [1.566, -1.135, -0.503], [1.460, -0.159, 0.676], [3.068, 0.333, 1.313], [0.662, -1.093, -1.119], [2.366, -0.890, -1.200], [0.898, -0.722, 1.417], [0.952, 0.735, 0.327], [-3.253, -1.009, 0.648], [-3.895, -0.470, 1.718], [-3.331, -0.464, 2.968], [-2.139, -1.130, 3.183], [-1.533, -1.765, 2.116], [-2.066, -1.584, 0.828], [-4.828, -0.017, 1.421], [-3.823, 0.009, 3.811], [-1.589, -1.092, 4.115], [-0.577, -2.252, 2.264], [-1.567, -1.962, -0.056]], "lowdin_charge": [-0.33, 0.52, -0.67, -0.65, 0.48, 0.03, 0.06, 0.02, 0.06, 0.49, -0.74, -0.64, 0.49, -0.18, 0.04, 0.03, 0.05, 0.07, -0.15, -0.11, -0.10, -0.08, -0.15, 0.09, 0.09, 0.10, 0.09, 0.06], "de_lowest_ev": 0.568, "fmax_ev_per_a": 2.10, "multiplicity": 1, "total_charge": -1, "molar_mass_g_mol": 312.47, "total_energy_ev": -73648.8108}

---

{"formula": "C9H13ClN", "method": "wB97M-V/def2-TZVPD", "symbols": ["C", "C", "C", "C", "C", "C", "C", "C", "C", "N", "Cl", "H", "H", "H", "H", "H", "H", "H", "H", "H", "H", "H", "H", "H"], "coordinates": [[3.215, 0.313, 0.404], [2.691, 0.723, -0.880], [2.491, -0.581, 1.223], [1.470, 0.266, -1.263], [1.320, -1.050, 0.769], [-3.100, -0.406, 0.274], [-1.548, 1.713, 0.064], [-1.827, 0.254, 0.461], [-0.445, -0.999, -0.811], [0.824, -0.631, -0.499], [-0.828, -2.671, -0.230], [4.181, 0.599, 0.719], [3.434, 1.166, -1.524], [2.820, -1.009, 2.176], [1.054, 0.542, -2.206], [0.638, -1.570, 1.326], [-3.777, 0.071, 1.022], [-3.236, -0.216, -0.825], [-2.776, -1.450, 0.561], [-0.545, 1.767, -0.084], [-2.146, 1.879, -0.915], [-2.047, 2.375, 0.760], [-1.252, -0.060, 1.364], [-0.610, -1.024, -1.888]], "lowdin_charge": [0.04, 0.02, -0.01, -0.03, -0.02, -0.11, -0.05, -0.23, -0.49, -0.12, 0.68, 0.11, 0.13, 0.14, 0.15, 0.06, 0.12, 0.12, 0.05, 0.02, 0.12, 0.09, 0.12, 0.10], "de_lowest_ev": 1.292, "fmax_ev_per_a": 5.57, "multiplicity": 1, "total_charge": 1, "molar_mass_g_mol": 170.66, "total_energy_ev": -23546.5344}

---

{"formula": "C9H13GdNO", "method": "wB97M-V/def2-TZVPD", "symbols": ["C", "C", "C", "C", "C", "Gd", "C", "C", "C", "N", "H", "H", "H", "H", "H", "H", "H", "H", "H", "H", "C", "O", "H", "H", "H"], "coordinates": [[0.903, -1.323, -1.834], [-0.498, -1.287, -2.117], [-1.179, -2.018, -1.089], [-0.195, -2.497, -0.166], [1.093, -2.071, -0.629], [-0.143, 0.185, 0.126], [-1.702, 1.793, -1.010], [-0.501, 2.039, -1.568], [0.486, 2.582, -2.253], [1.713, 1.177, 0.134], [-2.254, -2.086, -0.970], [-0.952, -0.735, -2.930], [-0.387, -3.008, 0.771], [2.045, -2.253, -0.145], [1.679, -0.859, -2.427], [-2.331, 0.987, -1.433], [2.513, 1.712, 0.434], [-1.992, 2.148, 0.007], [0.330, 3.395, -2.979], [1.536, 2.262, -2.164], [-0.016, -0.016, 3.573], [-0.161, -0.126, 2.185], [0.925, -0.529, 3.877], [-0.921, -0.533, 3.958], [0.007, 1.060, 3.868]], "lowdin_charge": [-0.24, -0.26, -0.25, -0.24, -0.22, 1.21, -0.15, -0.32, -0.03, -0.31, 0.07, 0.08, 0.08, 0.09, 0.08, 0.06, -0.17, 0.07, 0.05, 0.05, -0.28, -0.56, 0.06, 0.06, 0.06], "de_lowest_ev": 0.000, "fmax_ev_per_a": 3.65, "multiplicity": 8, "total_charge": -1, "molar_mass_g_mol": 308.46, "total_energy_ev": -33911.9600}

---

{"formula": "C9H13N2", "method": "wB97M-V/def2-TZVPD", "symbols": ["C", "C", "C", "C", "C", "C", "C", "C", "C", "N", "N", "H", "H", "H", "H", "H", "H", "H", "H", "H", "H", "H", "H", "H"], "coordinates": [[-4.341, 0.028, -0.327], [-3.716, 1.217, -0.069], [-3.584, -1.117, -0.206], [-2.367, 1.180, 0.234], [-2.199, -1.161, -0.102], [-1.524, 0.008, 0.181], [4.263, -0.611, -0.372], [3.832, 0.769, -0.586], [-0.121, 0.136, 0.561], [0.779, -0.740, 0.497], [3.334, 0.000, 0.528], [-5.323, 0.096, -0.591], [-4.331, 2.089, -0.104], [-4.214, -1.917, -0.424], [-1.751, 2.129, 0.472], [-1.559, -2.006, -0.125], [3.780, -1.422, -1.082], [5.262, -0.755, 0.160], [4.402, 1.567, -0.317], [2.999, 0.999, -1.243], [0.329, 1.036, 0.850], [1.964, -0.325, 0.550], [0.435, -1.633, 0.142], [3.654, 0.434, 1.375]], "lowdin_charge": [-0.04, -0.05, -0.04, -0.01, -0.01, -0.19, -0.11, -0.12, -0.08, 0.15, -0.07, 0.10, 0.11, 0.10, 0.14, 0.10, 0.16, 0.15, 0.09, 0.12, 0.12, 0.12, 0.12, 0.14], "de_lowest_ev": 2.468, "fmax_ev_per_a": 3.61, "multiplicity": 1, "total_charge": 1, "molar_mass_g_mol": 149.22, "total_energy_ev": -12515.1521}